50
Properties=species:S:1:pos:R:3:forces:R:3:mulliken_charge:R:1 method="wB97M-V/def2-TZVPD" charge=+2 total_energy_ev=-108214.615 max_force_ev_per_a=2.8 spin_multiplicity=3
Mo -0.49387 -0.88739 -0.26951 -1.51 1.23 -2.07 0.78
C 3.47787 1.37399 0.90642 -0.11 -0.17 -0.21 -1.10
Si 2.48566 0.59618 -0.48781 0.23 0.01 -0.12 -0.28
C 2.84492 -1.23967 -0.60653 -0.06 0.30 0.01 -1.12
C 2.67810 1.45091 -2.14489 0.00 -0.17 0.27 -1.00
N 0.69702 0.68417 -0.05401 0.96 0.27 0.13 0.73
C -0.03867 1.79059 -0.18887 0.40 -0.09 -0.04 -0.02
C 0.59016 3.14206 -0.02935 -0.10 0.17 0.02 -0.83
C -0.01582 4.32305 -0.19984 0.26 -0.13 0.12 -0.51
C -1.39598 4.60874 -0.59886 -0.28 -0.09 -0.10 -0.14
C -2.37231 3.73003 -0.84555 -0.04 0.06 0.06 -1.57
C -2.17372 2.24913 -0.75135 -0.24 0.00 -0.15 1.28
F -3.29274 1.56764 -0.96129 0.01 0.11 -0.06 -0.34
H 4.48078 0.94073 0.89091 0.02 -0.01 -0.03 0.41
H 3.06127 1.15486 1.89126 -0.04 -0.02 0.01 0.36
H 3.60975 2.45297 0.82201 -0.04 0.01 -0.03 0.42
H 3.89783 -1.32928 -0.88896 0.01 0.00 -0.02 0.40
H 2.27339 -1.76096 -1.37874 -0.01 0.03 -0.02 0.37
H 2.72407 -1.77737 0.33401 0.00 0.03 0.04 0.35
H 3.63268 1.15925 -2.58848 0.03 0.00 0.02 0.45
H 2.67740 2.53972 -2.08127 -0.03 0.02 0.05 0.34
H 1.89760 1.15215 -2.84718 -0.01 -0.04 0.01 0.32
H 1.62557 3.12953 0.28225 0.00 -0.03 -0.02 0.27
H 0.58934 5.20512 -0.02944 0.03 -0.02 0.01 0.48
H -1.62845 5.65952 -0.71887 -0.04 0.00 -0.01 0.51
H -3.35419 4.04230 -1.18053 0.00 0.01 0.01 0.49
N -0.72968 -0.29957 2.12001 0.02 0.01 -0.02 -0.22
N -1.21486 0.96313 2.53585 -0.08 0.10 0.00 -0.36
C -1.75295 1.84816 1.68334 -0.05 -0.36 0.03 0.45
N -2.59956 2.75946 2.11502 0.04 -0.04 0.02 -0.24
N -1.43067 1.73310 0.38401 -0.09 0.39 -0.14 0.48
N -0.94783 1.86174 -1.62925 0.11 0.83 -0.26 0.74
O -0.69291 2.30422 -2.68156 -0.19 -0.31 0.18 -0.47
O -1.24576 -0.06569 -1.69210 0.85 -1.70 1.96 -0.90
H -1.27310 -1.03898 2.56420 -0.06 0.02 0.06 0.35
H 0.23601 -0.38262 2.43351 -0.01 -0.03 0.06 0.30
H -1.34728 1.10715 3.52909 0.07 -0.03 0.01 0.24
H -3.03958 2.69250 3.02184 -0.02 0.03 -0.01 0.26
H -2.80029 3.56778 1.54019 -0.04 -0.01 0.01 0.22
Se -0.17361 -2.98092 0.88315 -0.15 -0.77 0.36 -0.08
C -0.63771 -4.72249 0.16980 0.11 0.03 -0.24 0.65
C 0.21363 -5.78303 0.43136 0.11 0.14 0.10 -0.42
C -0.14123 -7.02948 -0.07414 0.09 0.15 0.11 -0.35
N -1.24020 -7.23840 -0.77976 -0.07 -0.36 -0.13 -0.47
C -2.04734 -6.21789 -1.01408 -0.05 0.21 0.03 -0.45
C -1.79576 -4.92771 -0.56035 -0.06 0.21 0.00 -0.21
H 1.12179 -5.66418 1.00621 0.00 0.00 -0.02 0.37
H 0.49534 -7.88845 0.10184 0.01 0.01 0.01 0.36
H -2.94026 -6.42681 -1.59170 0.00 0.02 0.01 0.36
H -2.49390 -4.12901 -0.77197 0.00 -0.02 -0.01 0.33